1.
This record from the OMol25 dataset describes a 10-piece molecular cluster, C40H110N10O10 overall at a distorted geometry. The level of theory is wB97M-V/def2-TZVPD.

The geometry in XYZ format:
```
170
Properties=species:S:1:pos:R:3:forces:R:3
C -1.3239 -0.9400 5.0303 -1.47 -0.68 -0.29
O -0.1203 -0.6537 5.6711 0.32 -0.45 -0.57
C 0.4889 0.5011 5.1366 0.13 0.43 0.06
C 2.0086 0.4740 5.2937 0.61 0.85 1.00
C 2.4850 1.1195 6.6145 -0.35 -0.67 0.06
N 2.5906 1.2743 4.2130 -0.17 -0.28 -0.65
H -2.1504 -0.2747 5.3130 0.27 0.41 -0.08
H -1.7299 -1.9278 5.2696 0.63 -0.10 0.57
H -1.2731 -0.9925 3.9365 0.40 0.48 -0.02
H 0.3242 0.6600 4.0618 -0.44 -0.50 -0.01
H 0.0276 1.3601 5.6414 0.33 0.22 -0.10
H 2.3577 -0.5639 5.3014 -0.19 -0.10 -0.21
H 2.4576 0.3616 7.4000 -0.05 0.15 0.12
H 1.8373 1.9441 6.9092 0.05 0.07 -0.07
H 3.5091 1.4862 6.5482 0.03 -0.04 -0.09
H 2.4659 0.7844 3.3293 -0.08 0.14 0.00
H 3.5937 1.3642 4.3190 -0.01 0.03 0.22
C 1.5309 6.1050 -1.2357 -0.32 -0.72 0.68
O 2.0995 6.5808 -2.4279 -0.36 0.06 0.13
C 1.9774 7.9965 -2.5745 0.41 -0.90 -0.20
C 2.2176 8.2618 -4.0783 -0.90 0.71 1.14
C 2.6171 9.7053 -4.2989 0.77 0.25 -1.77
N 1.0240 7.9500 -4.8792 -0.09 -0.83 0.43
H 1.4400 5.0155 -1.2611 0.27 0.02 -0.31
H 0.5049 6.4343 -1.0478 0.12 0.42 -0.14
H 2.1389 6.3208 -0.3477 0.02 0.29 -0.10
H 0.9792 8.2756 -2.2179 -0.08 0.28 -0.34
H 2.6967 8.4893 -1.9071 0.15 0.07 -0.20
H 2.9638 7.5373 -4.4034 0.37 0.31 0.05
H 2.9508 9.8086 -5.3411 -0.08 -0.21 0.01
H 3.4942 10.0517 -3.7523 -0.32 -0.07 0.54
H 1.7894 10.4160 -4.2857 -0.10 -0.12 0.69
H 0.9084 6.9444 -4.7410 -0.07 0.03 -0.45
H 0.1901 8.3051 -4.4130 0.14 0.40 -0.10
C -1.4552 8.9187 -0.5941 -0.72 0.37 -0.77
O -1.4435 7.6150 -0.0804 0.80 0.05 0.25
C -1.4714 7.5800 1.3248 -0.96 0.36 0.22
C -1.3915 6.1420 1.8290 1.65 0.93 0.97
C -1.7144 6.0948 3.3085 -2.41 1.23 0.91
N -0.0034 5.6887 1.6664 -0.01 -1.23 -1.11
H -1.2248 8.8467 -1.6581 -0.15 -0.06 -0.01
H -0.7578 9.6646 -0.1935 0.25 -0.51 0.52
H -2.4628 9.3424 -0.4877 0.04 0.09 -0.04
H -0.7090 8.2419 1.7639 0.44 -0.42 -0.10
H -2.3983 8.0560 1.6883 -0.18 -0.29 -0.16
H -2.0648 5.5058 1.2564 0.08 0.03 -0.13
H -2.5784 6.7435 3.5616 0.01 0.02 -0.50
H -0.9745 6.5556 3.9616 0.55 -0.63 -0.17
H -2.1369 5.1583 3.6751 0.90 -0.40 -0.05
H 0.7255 6.2674 2.0563 -0.38 0.43 0.22
H 0.1038 4.7702 2.0798 0.07 0.01 -0.03
C -3.7880 0.8831 -1.0156 0.56 0.45 0.55
O -4.5209 1.6160 -1.9663 -0.23 -0.50 -0.29
C -5.8909 1.2954 -1.9440 -0.44 -0.52 -0.13
C -6.6444 2.1069 -2.9989 -0.25 -0.10 -0.01
C -8.1573 2.0991 -2.7623 0.35 0.25 1.36
N -6.4293 1.7067 -4.3883 0.92 0.20 -0.06
H -4.1766 1.0275 0.0019 0.00 0.32 -0.03
H -2.7823 1.2917 -1.0875 0.10 -0.24 0.28
H -3.7327 -0.2095 -1.1075 -0.27 0.03 -0.74
H -6.0345 0.2256 -2.1643 0.04 -0.02 0.17
H -6.2762 1.4886 -0.9316 -0.17 0.04 -0.09
H -6.2117 3.1001 -2.8415 -0.40 0.24 -0.46
H -8.3456 2.6101 -1.8110 -0.16 0.08 -0.10
H -8.5496 1.0922 -2.5978 0.09 -0.12 -0.36
H -8.7225 2.6043 -3.5380 0.16 -0.05 -0.19
H -6.5995 0.7172 -4.5302 -0.23 0.10 0.23
H -5.4472 1.8354 -4.6199 -0.07 0.02 -0.06
C 1.3609 -5.4783 -3.1458 -0.17 -0.72 1.07
O 1.0972 -4.1030 -3.2804 -0.31 0.25 -0.19
C 2.1326 -3.2749 -2.8111 0.89 0.39 -1.03
C 1.8811 -1.8105 -3.1284 -1.03 1.19 -0.92
C 2.9652 -0.8853 -2.6048 0.65 -0.20 0.31
N 0.5502 -1.3400 -2.7316 -0.03 -0.50 0.55
H 2.4154 -5.7241 -2.9886 0.12 0.31 -0.24
H 0.9968 -6.0775 -3.9797 -0.07 0.42 -0.29
H 0.8471 -5.8486 -2.2500 0.01 -0.05 0.00
H 2.4080 -3.4395 -1.7646 -0.30 -0.09 0.12
H 2.9978 -3.4900 -3.4570 0.36 -0.21 0.53
H 1.9019 -1.6937 -4.2226 0.37 -0.44 -0.08
H 3.9128 -1.1330 -3.0909 0.07 -0.10 0.18
H 3.1117 -0.9312 -1.5215 -0.07 -0.33 0.01
H 2.8393 0.1816 -2.7869 -0.52 -0.12 -0.32
H -0.1812 -1.8498 -3.2320 0.38 0.42 -0.11
H 0.4278 -0.3562 -2.9346 0.12 0.00 -0.05
C 1.8460 -3.8411 5.0358 0.44 1.04 -0.81
O 0.9793 -4.6472 5.7524 -0.25 -0.51 0.97
C 0.0785 -5.4303 5.0186 0.02 0.70 -1.75
C -0.4433 -6.6179 5.7848 0.79 -0.55 0.96
C 0.7271 -7.4398 6.3469 0.08 -0.13 0.19
N -1.2306 -7.4912 4.9317 -0.43 -0.68 0.19
H 2.5704 -4.3407 4.3758 -0.13 -0.61 0.28
H 2.4099 -3.2411 5.7485 -0.01 -0.10 0.11
H 1.3551 -3.1248 4.3602 -0.42 -0.04 0.21
H -0.7344 -4.8083 4.6046 -0.20 0.06 0.45
H 0.5741 -5.7494 4.0856 0.10 -0.53 0.23
H -0.9379 -6.3238 6.7209 -0.47 0.50 -0.38
H 1.2086 -6.8368 7.1163 0.24 -0.08 -0.13
H 1.4631 -7.7778 5.6144 -0.05 0.32 -0.21
H 0.3771 -8.3530 6.8371 -0.23 0.10 0.02
H -2.1498 -7.1978 4.6156 0.24 0.78 0.07
H -1.4535 -8.3164 5.4804 0.25 -0.14 -0.17
C 3.8909 1.4905 0.1892 -0.64 0.31 -0.30
O 3.9134 1.7391 -1.2013 0.23 -0.40 -0.14
C 3.7759 3.0954 -1.5751 -0.64 -0.23 0.14
C 4.7103 3.4526 -2.7015 1.96 0.23 -0.49
C 6.1883 3.3952 -2.2791 -0.40 -0.20 1.41
N 4.4104 4.7637 -3.2719 -0.72 0.19 0.26
H 2.8916 1.6802 0.6048 0.11 0.37 0.07
H 4.6363 2.1331 0.6629 0.03 -0.28 0.39
H 4.0413 0.4256 0.3617 0.50 0.04 -0.12
H 2.7476 3.2748 -1.9197 -0.07 -0.10 0.02
H 3.9076 3.7420 -0.6981 0.29 0.14 -0.11
H 4.7260 2.6916 -3.4894 -1.00 0.03 -0.07
H 6.8613 3.9559 -2.9215 -0.10 -0.08 -0.21
H 6.5024 2.3548 -2.1810 0.12 0.02 -0.33
H 6.2765 3.7715 -1.2503 0.15 0.34 -0.15
H 3.4552 5.0219 -3.0312 -0.05 0.00 -0.43
H 4.9324 5.5225 -2.8442 0.36 -0.32 0.10
C -0.1919 2.2263 0.2041 -1.03 1.02 -0.78
O -0.5725 0.8781 0.2049 0.08 0.02 0.73
C 0.4776 0.0418 0.6649 0.19 -0.52 -0.72
C -0.0521 -1.3611 0.9600 -0.71 -0.43 -1.22
C 1.0477 -2.3504 1.2548 1.70 1.45 1.81
N -0.7816 -1.9499 -0.1678 -0.54 0.50 -0.89
H -1.0180 2.8328 -0.1889 -0.29 -0.37 0.14
H 0.5840 2.4767 -0.5293 0.60 -0.37 0.45
H -0.0254 2.6382 1.2024 0.56 -0.27 0.06
H 1.1914 -0.0124 -0.1679 0.32 -0.16 0.18
H 0.9992 0.4333 1.5470 -0.21 0.29 0.07
H -0.7677 -1.2930 1.7841 0.21 -0.02 0.20
H 1.7388 -2.5590 0.4372 -0.73 -0.46 -0.50
H 0.7277 -3.2002 1.8500 -0.15 -0.35 -0.57
H 1.7712 -1.8330 1.9200 -0.22 -0.11 0.25
H -0.1776 -1.9207 -1.0042 0.24 -0.23 0.53
H -1.4916 -1.2984 -0.5109 -0.20 -0.03 0.58
C 2.8261 -5.9820 0.3034 0.60 0.96 2.61
O 1.7816 -6.8783 0.5275 -0.39 -0.17 -1.13
C 1.9979 -7.8333 1.5431 0.44 0.38 0.23
C 0.7845 -8.7875 1.6038 0.87 0.51 -0.09
C 0.4548 -9.3404 0.2247 -0.44 0.03 -0.07
N -0.3916 -8.1459 2.1315 -0.48 0.25 0.39
H 2.4640 -5.0167 -0.0443 -0.22 -0.37 -0.86
H 3.7522 -6.3310 -0.1603 -0.44 -0.40 -0.70
H 3.1928 -5.6685 1.3051 0.11 -0.08 -0.02
H 2.9746 -8.3220 1.4051 -0.23 -0.38 -0.32
H 2.1265 -7.2798 2.4892 -0.30 -0.17 0.13
H 1.0876 -9.5836 2.2897 -0.14 -0.13 -0.05
H -0.2648 -10.1555 0.3096 0.30 -0.25 0.09
H 1.3381 -9.6277 -0.3451 -0.05 -0.14 0.01
H -0.1020 -8.5885 -0.3394 0.33 0.18 -0.04
H -0.3502 -7.9261 3.1302 0.02 -0.20 -0.34
H -0.5743 -7.2781 1.6373 0.02 -0.08 -0.08
C -6.3161 -1.9028 -4.4209 0.31 -0.70 -0.43
O -5.2832 -2.8742 -4.4806 -0.02 0.75 0.23
C -4.0405 -2.3482 -4.0744 0.74 -0.36 -0.08
C -3.0717 -3.5110 -3.9535 0.55 -1.05 0.19
C -3.4353 -4.4819 -2.8297 -1.03 0.54 0.25
N -1.6899 -3.0400 -3.7784 0.00 0.04 0.20
H -6.1035 -1.0380 -5.0554 0.18 -0.06 -0.11
H -6.4602 -1.5515 -3.3969 -0.23 -0.10 0.06
H -7.1786 -2.4212 -4.8335 -0.31 0.26 0.29
H -3.6181 -1.6275 -4.7846 -0.24 -0.01 -0.22
H -4.0835 -1.8181 -3.1110 -0.30 -0.09 0.11
H -3.0678 -4.1165 -4.8641 -0.27 0.43 -0.30
H -4.4788 -4.8103 -2.8601 0.04 -0.02 -0.40
H -3.3911 -3.9263 -1.8860 0.50 -0.31 0.15
H -2.8146 -5.3746 -2.8489 0.23 0.14 0.23
H -1.4702 -2.9932 -2.7844 -0.35 -0.02 0.08
H -1.0306 -3.7447 -4.0937 -0.10 0.06 -0.20
```
Forces are in eV/Å.

Results
Relative energy (zero: lowest compared OMol25 entry of this formula, charge and spin)   268.81 kJ/mol
SMILES   COC[C@H](C)N.COC[C@H](C)N.COC[C@H](C)N.COC[C@H](C)N.COC[C@H](C)N.COC[C@H](C)N.COC[C@H](C)N.COC[C@H](C)N.COC[C@H](C)N.COC[C@H](C)N
HOMO-LUMO gap   9.0101 eV
Charge   0

---

2.
This record from the OMol25 dataset describes a 12-piece molecular cluster, C40H111N7O18 overall at a distorted geometry. The level of theory is wB97M-V/def2-TZVPD.

The geometry in XYZ format:
```
176
Properties=species:S:1:pos:R:3:forces:R:3
C -4.1821 6.3971 0.1644 0.06 0.69 0.45
O -3.4226 5.3285 0.6415 -0.32 -0.84 0.50
C -2.1954 5.6229 1.3020 -1.06 -0.37 -0.98
C -1.6332 4.3229 1.8763 0.35 1.15 0.48
C -2.5751 3.6256 2.8667 0.34 0.47 -1.03
N -0.3956 4.6668 2.6058 -0.48 0.58 0.46
H -5.1222 5.9797 -0.1881 0.02 0.09 -0.13
H -3.6937 6.9831 -0.6269 0.09 -0.30 -0.13
H -4.3911 7.1194 0.9681 -0.12 -0.11 0.01
H -1.6180 6.0395 0.4690 0.87 0.23 0.75
H -2.3228 6.3191 2.1428 -0.10 0.25 -0.25
H -1.4027 3.6511 1.0630 -0.02 -0.05 -0.08
H -2.1480 2.6344 3.0059 -0.43 -0.18 0.29
H -3.5702 3.6345 2.4232 -0.04 -0.49 0.12
H -2.6277 4.1632 3.8137 0.10 -0.02 0.05
H 0.1565 5.4120 2.1659 0.09 -0.43 -0.60
H -0.7601 5.1595 3.4227 0.35 -0.33 0.30
C -6.9762 -4.1177 -0.5584 -1.18 -0.35 0.15
O -5.6297 -3.9831 -0.2475 0.35 0.82 0.33
C -4.7876 -3.7761 -1.3579 -0.25 -1.52 -1.02
C -3.4359 -3.2894 -0.9635 2.72 1.22 1.43
C -3.4193 -1.9955 -0.1314 -1.26 0.05 0.02
N -2.5543 -3.1044 -2.1266 -0.81 -0.79 -1.00
H -7.5179 -4.4546 0.3294 0.34 -0.16 0.09
H -7.1643 -4.8663 -1.3385 0.15 0.06 -0.09
H -7.5098 -3.1934 -0.8230 0.53 0.20 -0.31
H -4.6360 -4.7711 -1.8151 0.07 0.02 -0.09
H -5.2287 -3.2176 -2.1932 -0.15 0.61 0.46
H -2.9172 -4.0472 -0.3601 -0.69 -0.16 0.32
H -4.0144 -1.2421 -0.6570 -0.09 0.07 0.16
H -2.4780 -1.5065 0.1124 0.41 -0.64 -0.35
H -3.9010 -2.1974 0.8286 -0.17 0.12 -0.06
H -1.6351 -2.7512 -1.8924 -0.15 0.22 0.39
H -2.3816 -4.0560 -2.4486 0.16 0.27 -0.46
C -2.7573 -4.5081 2.5125 -0.32 -0.25 0.27
O -1.7049 -5.3211 3.0092 -0.41 0.83 0.06
C -0.7879 -4.5516 3.7764 1.18 -0.80 0.03
C -1.2884 -4.2485 5.1866 -1.23 -0.89 -0.43
C -0.3473 -3.4361 6.0326 -0.21 0.32 -0.21
N -1.6522 -5.5007 5.8891 0.19 0.03 -0.11
H -3.5339 -5.1915 2.1716 0.00 0.15 -0.28
H -2.4400 -3.8203 1.7252 0.22 -0.21 -0.11
H -3.1972 -3.8785 3.2932 -0.03 -0.09 0.08
H 0.1034 -5.1911 3.7777 0.03 0.10 0.47
H -0.4667 -3.6479 3.2496 -0.40 0.18 0.05
H -2.2482 -3.7414 5.0100 0.33 0.71 0.23
H 0.5732 -3.9897 6.2189 0.13 0.13 -0.21
H -0.7843 -3.2218 7.0095 -0.09 0.00 -0.04
H -0.1906 -2.4826 5.5211 0.38 0.00 0.19
H -2.1953 -6.0852 5.2589 0.13 0.02 -0.06
H -2.2965 -5.2346 6.6271 0.11 -0.18 0.13
C 3.4283 1.1221 0.9037 -0.14 -0.55 0.48
O 4.4980 0.2910 0.4987 0.35 0.06 0.13
C 4.3967 -0.3392 -0.7448 -0.54 -0.29 -1.09
C 5.8058 -0.6578 -1.2582 0.36 0.23 0.43
C 6.4756 0.4947 -1.9979 0.81 -0.22 0.61
N 5.8964 -1.9007 -2.0636 -1.04 0.41 0.65
H 2.4571 0.6600 0.7086 0.04 0.23 -0.47
H 3.5164 2.1255 0.4854 -0.17 -0.01 -0.10
H 3.4781 1.1718 1.9934 0.14 0.31 -0.07
H 3.8046 -1.2682 -0.7250 0.17 -0.15 0.62
H 3.8173 0.2436 -1.4801 0.28 0.48 0.08
H 6.3644 -0.8073 -0.3271 0.18 -0.01 -0.11
H 7.5161 0.1899 -2.1390 -0.09 -0.05 -0.44
H 6.5848 1.3803 -1.3662 -0.57 0.13 -0.09
H 6.0262 0.7238 -2.9624 -0.11 0.03 0.03
H 4.9234 -2.0319 -2.3648 0.33 -0.44 -0.59
H 5.9955 -2.6528 -1.3844 0.18 -0.11 -0.18
C 5.7081 5.6178 -0.5491 -0.05 0.04 1.26
O 4.4514 5.4482 0.0807 -0.11 0.16 -0.09
C 3.3689 5.4187 -0.8343 0.67 -0.71 0.04
C 2.1088 5.0799 -0.0637 -0.77 -0.02 0.33
C 0.8869 5.1647 -0.9765 -0.45 -0.13 0.59
N 1.9372 5.9489 1.1488 0.07 -0.76 -1.51
H 5.7766 6.5849 -1.0549 -0.13 -0.26 -0.57
H 5.9480 4.7287 -1.1347 0.10 0.29 -0.46
H 6.4211 5.6910 0.2755 0.08 -0.19 -0.10
H 3.3450 6.3612 -1.3989 -0.33 0.07 0.09
H 3.5441 4.5973 -1.5456 -0.05 0.17 -0.21
H 2.2252 4.0607 0.3131 -0.10 -0.04 -0.06
H -0.0435 4.9114 -0.4608 0.25 0.00 0.44
H 0.8886 4.4347 -1.7867 0.45 0.42 -0.38
H 0.7457 6.2067 -1.2739 0.09 -0.14 -0.55
H 2.2488 6.8454 0.7833 0.15 0.26 0.86
H 2.6321 5.5473 1.7718 0.12 0.75 0.32
C -3.0029 1.3460 -2.4749 1.18 1.95 0.41
O -3.0696 0.6994 -3.7312 -0.44 0.04 0.70
C -4.2775 0.9821 -4.4170 -0.27 -0.68 -1.47
C -5.3725 -0.0778 -4.2690 -0.17 -1.43 0.90
C -6.7184 0.3318 -4.8503 0.40 -0.74 -0.29
N -5.4796 -0.4018 -2.8466 0.26 0.52 1.30
H -3.0699 2.4399 -2.6128 -0.70 -0.07 -0.22
H -1.9850 1.3390 -2.0729 0.00 -1.03 -0.17
H -3.7029 1.0798 -1.6871 -0.25 -0.49 -0.33
H -4.6949 1.9702 -4.2080 0.19 0.05 0.44
H -4.0107 0.9772 -5.4798 0.03 0.17 0.00
H -5.1104 -1.0511 -4.7126 0.46 0.53 -0.79
H -7.4455 -0.4298 -4.5572 -0.21 0.41 0.51
H -6.7286 0.1811 -5.9328 0.28 0.64 -0.09
H -6.9829 1.3444 -4.5555 -0.34 -0.07 -0.04
H -6.1524 -1.0944 -2.5422 -0.43 0.12 -0.71
H -4.5993 -0.8017 -2.5345 0.11 0.20 -0.18
C 2.8310 -0.7719 -7.1638 0.63 1.45 0.75
O 2.7556 -1.1555 -5.7956 -0.02 -0.65 -0.72
C 3.9887 -1.5322 -5.2064 0.05 -0.04 0.93
C 3.9238 -2.9727 -4.7064 -1.15 0.18 -0.86
N 3.2955 -3.0317 -3.4010 1.07 -0.31 1.00
C 3.2292 -4.4171 -2.9370 -0.26 0.75 -0.80
C 2.4681 -4.6649 -1.6424 -0.03 -0.41 -0.63
O 1.2084 -4.0163 -1.6572 -0.15 0.02 -0.15
C 1.1635 -2.8698 -0.8244 -0.48 -0.38 0.10
H 3.0876 0.2997 -7.1587 -0.08 0.00 -0.29
H 1.8580 -0.8460 -7.6394 0.03 -0.48 -0.02
H 3.6602 -1.2398 -7.6958 -0.36 -0.53 -0.13
H 4.0827 -0.8965 -4.3186 0.36 0.06 -0.08
H 4.8672 -1.3737 -5.8352 -0.22 0.10 -0.27
H 4.8780 -3.4997 -4.7406 0.22 0.34 0.55
H 3.3091 -3.5191 -5.4448 0.02 -0.01 -0.06
H 2.4136 -2.5474 -3.3230 -0.21 -0.23 -0.46
H 4.2617 -4.7784 -2.9141 -0.08 -0.19 0.34
H 2.7179 -4.9867 -3.7307 0.01 -0.27 0.18
H 3.0001 -4.4539 -0.7116 0.20 0.19 -0.12
H 2.3013 -5.7448 -1.7124 -0.25 0.01 0.58
H 0.1458 -2.4839 -0.7619 -0.01 -0.17 -0.28
H 1.7905 -2.0692 -1.2242 0.25 0.00 0.41
H 1.3887 -3.1997 0.1956 0.42 0.45 -0.01
O -4.5447 1.6030 4.5228 0.79 0.14 -0.24
C -4.3841 0.5674 3.5466 -1.45 -0.78 0.90
C -3.5226 -0.5316 4.1126 1.21 0.29 0.20
O -2.2823 -0.0112 4.6145 0.04 0.11 -0.29
H -5.2627 2.1761 4.2448 0.04 0.06 -0.04
H -5.3971 0.1542 3.4666 0.19 -0.26 -0.78
H -3.9898 0.8536 2.5693 -0.03 0.56 0.13
H -3.2490 -1.1898 3.2837 -0.15 -0.21 0.10
H -3.9645 -1.1129 4.9246 -0.44 0.12 -0.16
H -2.4221 0.9118 4.8561 -0.12 -0.06 0.16
O -0.1548 1.8138 0.1721 1.51 -0.28 -0.35
C -0.7180 0.5642 0.5205 -1.12 0.56 0.59
C -0.1145 -0.0031 1.7979 -0.16 -0.64 0.22
O -0.3204 -1.4259 1.7931 0.23 0.39 0.07
H -0.7751 2.5300 0.0803 -0.47 -0.27 -0.09
H -1.7783 0.7571 0.7306 -0.13 -0.35 -0.06
H -0.6966 -0.1747 -0.2840 0.44 0.19 -0.17
H -0.6202 0.4094 2.6801 0.13 0.15 -0.12
H 0.9611 0.1561 1.9160 -0.14 0.49 -0.32
H 0.4789 -1.7491 2.2458 -0.36 -0.42 0.00
O 3.4962 3.2244 5.3116 -0.29 -0.83 0.64
C 2.8436 1.9781 4.9659 0.88 0.94 -0.66
C 1.5536 2.2602 4.2430 -0.56 -0.66 -0.05
O 1.7637 3.0492 3.1068 0.19 0.02 -0.34
H 4.0465 3.4004 4.5458 -0.03 0.35 0.04
H 3.5865 1.4833 4.3281 -0.50 -0.38 -0.33
H 2.6790 1.2762 5.7855 0.01 0.58 0.50
H 0.8031 2.7298 4.8892 0.26 0.08 0.30
H 1.1362 1.2637 4.0083 -0.07 0.12 -0.25
H 0.9535 3.5944 2.9160 0.24 -0.38 0.17
O -0.5397 -0.5911 -2.7879 0.15 -0.35 -0.23
C 0.6600 -0.0590 -3.3173 0.93 0.39 0.90
C 0.4840 0.5839 -4.6657 -1.17 0.17 -0.02
O -0.0521 1.9136 -4.5926 0.43 -0.24 0.17
H -1.0772 -0.8837 -3.5356 -0.19 -0.10 0.22
H 1.0224 0.6417 -2.5531 -0.26 0.45 -0.30
H 1.5219 -0.7428 -3.3446 -0.54 -0.65 -0.30
H -0.2914 0.0236 -5.2129 0.41 -0.46 -0.10
H 1.4041 0.5115 -5.2317 0.05 0.62 -0.02
H -0.9115 1.7873 -4.1682 -0.03 0.22 -0.11
O 1.9521 -2.5829 2.8738 0.91 0.45 -0.78
C 3.1221 -2.2430 3.6439 -0.98 -0.24 1.09
C 4.3882 -2.0379 2.8740 1.14 -0.08 -0.21
O 4.5699 -3.1864 2.0366 -0.31 0.08 -0.20
H 2.3104 -2.9526 2.0521 -0.22 -0.16 0.07
H 2.8737 -1.3515 4.2258 0.10 0.06 -0.11
H 3.1952 -3.0690 4.3586 0.55 0.10 0.01
H 5.2609 -1.9833 3.5378 -0.39 -0.07 0.51
H 4.4725 -1.0996 2.3148 -0.66 -0.18 -0.29
H 5.4332 -3.1314 1.6189 -0.03 0.04 -0.06
```
Forces are in eV/Å.

Results
Relative energy (zero: lowest compared OMol25 entry of this formula, charge and spin)   0.00 kJ/mol
SMILES   COC[C@H](C)N.COC[C@H](C)N.COC[C@H](C)N.COC[C@H](C)N.COC[C@H](C)N.COC[C@H](C)N.COCCNCCOC.OCCO.OCCO.OCCO.OCCO.OCCO
HOMO-LUMO gap   9.2465 eV
Charge   0

---

Q: The lowest HOMO-LUMO gap belongs to which entry?
A: C40H110N10O10